No. 1
A cluster of 2 separate species, C3H4Cl2N3 in total, computed with the ωB97M-V functional and the def2-TZVPD basis.

ΔE to the lowest compared entry with this formula, charge and spin, kcal per mole: 0.00
Net charge: +1
Electronic energy, eV: -32682.990
HOMO-LUMO gap, eV: 9.6
LUMO, eV: -5.82

Geometry as XYZ:
```
12
Properties=species:S:1:pos:R:3:mulliken_charge:R:1
C -0.763 1.831 -0.408 0.15
C 0.572 0.191 0.485 0.10
C -1.629 -0.213 -0.086 0.44
N -1.774 1.007 -0.616 -0.33
N 0.382 1.446 0.174 -0.38
N -0.387 -0.718 0.401 -0.02
Cl -2.998 -1.210 -0.127 -0.03
Cl 3.257 -1.266 -0.772 -0.23
H -0.810 2.890 -0.736 0.40
H 1.679 -0.169 0.770 0.32
H 2.920 -2.141 0.052 0.27
H -0.449 -1.648 0.863 0.31
```

***

No. 2
The molecule C3H3FIN3, computed with the ωB97M-V functional and the def2-TZVPD basis.

ΔE to the lowest compared entry with this formula, charge and spin, kcal per mole: 0.74
Net charge: 0
Electronic energy, eV: -18440.903
HOMO-LUMO gap, eV: 7.8
LUMO, eV: -0.97

Geometry as XYZ:
```
11
Properties=species:S:1:pos:R:3:mulliken_charge:R:1
C 1.203 2.406 0.344 0.30
C 1.163 -0.356 0.129 -0.14
C -1.134 -1.202 -0.132 -0.82
N 0.155 1.918 0.081 0.25
N -0.656 1.030 0.379 -0.72
N -0.110 -0.253 0.243 0.40
F 1.979 3.151 -0.400 -0.17
I 1.963 -2.358 0.013 -0.01
H -0.837 -2.166 -0.599 0.28
H -1.854 -1.425 0.676 0.30
H -1.872 -0.744 -0.733 0.33
```

***

No. 3
A structure of composition C20H19BeF10N5SSbSe4, computed with the ωB97M-V functional and the def2-TZVPD basis.

ΔE to the lowest compared entry with this formula, charge and spin, kcal per mole: 3.93
Net charge: -1
Electronic energy, eV: -334836.567
HOMO-LUMO gap, eV: 4.8
LUMO, eV: 0.85

Geometry as XYZ:
```
61
Properties=species:S:1:pos:R:3:mulliken_charge:R:1
Be -0.236 0.755 -0.445 -0.86
C 0.111 3.400 0.659 -1.32
N -0.212 2.686 -0.576 0.67
C -1.561 2.992 -1.044 -1.41
C -1.925 2.002 -2.130 -0.73
N -1.579 0.649 -1.637 0.30
C -2.142 -0.364 -2.209 -0.29
C -2.235 -1.667 -1.424 1.16
F -2.913 -1.350 -0.263 -0.28
C -2.984 -2.782 -2.071 -0.31
F -3.112 -3.880 -1.378 -0.24
C -3.518 -2.682 -3.290 0.16
F -4.137 -3.690 -3.908 -0.32
C -3.428 -1.432 -3.979 0.35
F -3.982 -1.367 -5.173 -0.30
C -2.797 -0.345 -3.486 0.28
F -2.757 0.742 -4.286 -0.33
C 0.822 2.935 -1.619 -1.17
C 1.306 1.591 -2.182 -0.46
N 1.293 0.689 -1.043 1.44
C 2.391 -0.114 -0.845 -1.01
C 2.951 -0.252 0.428 0.26
F 2.428 0.454 1.447 -0.51
C 4.062 -1.026 0.685 0.10
F 4.576 -1.073 1.919 -0.36
C 4.677 -1.713 -0.343 0.88
F 5.765 -2.454 -0.112 -0.34
C 4.164 -1.600 -1.619 0.12
F 4.753 -2.251 -2.630 -0.33
C 3.048 -0.820 -1.856 0.76
F 2.574 -0.768 -3.115 -0.38
H 0.217 4.475 0.474 0.29
H 1.045 3.005 1.058 0.39
H -0.674 3.229 1.392 0.38
H -1.644 4.016 -1.428 0.37
H -2.242 2.877 -0.199 0.47
H -1.397 2.233 -3.056 0.37
H -2.993 2.076 -2.326 0.73
H 1.667 3.426 -1.138 0.47
H 0.436 3.607 -2.393 0.32
H 2.306 1.715 -2.604 0.79
H 0.656 1.254 -3.001 0.09
Se 1.678 -3.703 1.594 -0.59
Sb -0.653 -4.129 0.998 0.66
Se -1.053 -6.263 -0.057 -0.67
Se -2.244 -3.289 2.625 -0.66
Se -0.420 -2.372 -1.109 -0.09
C -0.862 0.676 5.319 -1.08
N -0.878 1.040 3.905 -0.15
C -0.450 0.255 2.882 0.67
S -1.302 0.453 1.396 -0.66
N 0.503 -0.625 3.018 0.43
C 1.439 -0.789 4.119 -1.19
H -1.451 1.419 5.851 0.38
H 0.143 0.690 5.729 0.31
H -1.304 -0.308 5.487 0.34
H -1.674 1.586 3.619 0.35
H 0.672 -1.274 2.239 -0.27
H 0.969 -1.217 5.002 0.38
H 1.916 0.161 4.364 0.43
H 2.194 -1.488 3.766 0.22
```

***

No. 4
A structure of composition C37H49IrN3O4S5Si, computed with the ωB97M-V functional and the def2-TZVPD basis.

ΔE to the lowest compared entry with this formula, charge and spin, kcal per mole: 6.80
Net charge: 0
Electronic energy, eV: -116724.411
HOMO-LUMO gap (spin up / spin down), eV: 6.8 / 6.6
LUMO (spin up / spin down), eV: 0.08 / -0.51
Multiplicity: 2

Geometry as XYZ:
```
100
Properties=species:S:1:pos:R:3:mulliken_charge:R:1
Ir -1.157 -0.319 0.302 0.66
O -4.595 -4.136 -3.086 -0.61
C -3.907 -3.878 -2.134 0.59
S -4.407 -2.758 -0.851 -0.06
C -2.937 -2.823 0.096 -0.17
C -1.992 -3.737 -0.313 0.13
S -0.493 -3.910 0.447 -0.35
S -2.303 -4.555 -1.844 -0.18
S -2.755 -1.703 1.386 -0.43
C -3.115 4.867 -3.866 -1.58
C -3.189 5.415 -2.468 0.74
C -3.533 6.739 -2.229 -0.68
C -3.603 7.251 -0.941 -0.74
C -3.349 6.421 0.139 -0.96
C -3.023 5.090 -0.071 0.05
C -2.925 4.593 -1.367 0.04
N -2.612 3.235 -1.620 0.08
C -1.872 2.409 -0.815 0.66
N -0.849 2.983 -0.164 0.01
C -0.125 2.474 0.938 1.03
C -0.128 1.113 1.249 -0.60
C 0.558 0.746 2.416 -0.39
C 1.201 1.669 3.213 -1.35
C 1.226 3.008 2.839 -0.89
C 0.576 3.429 1.697 1.55
C 0.610 4.879 1.286 -1.78
N -2.101 1.121 -0.772 -0.39
C -3.226 0.633 -1.519 -1.39
C -2.977 -0.005 -2.730 0.12
C -4.031 -0.450 -3.512 -0.96
C -5.333 -0.244 -3.080 -0.75
C -5.571 0.374 -1.861 -0.68
C -4.529 0.813 -1.049 2.00
C -4.808 1.476 0.271 -1.71
H -3.190 5.669 -4.597 0.42
H -3.929 4.163 -4.066 0.33
H -2.177 4.334 -4.033 0.33
H -3.739 7.384 -3.075 0.38
H -3.863 8.289 -0.784 0.40
H -3.420 6.800 1.150 0.43
H -2.867 4.433 0.776 0.68
H -3.184 2.760 -2.302 0.36
H -0.761 3.973 -0.327 0.10
H 0.562 -0.300 2.694 0.35
H 1.706 1.354 4.118 0.40
H 1.759 3.734 3.442 0.34
H 1.253 5.444 1.958 0.41
H -0.381 5.344 1.318 0.29
H 1.006 5.007 0.274 0.41
H -1.948 -0.151 -3.038 0.52
H -3.837 -0.962 -4.445 0.45
H -6.165 -0.591 -3.680 0.41
H -6.590 0.503 -1.515 0.44
H -5.691 1.036 0.733 0.52
H -4.996 2.546 0.143 0.26
H -3.974 1.353 0.962 0.21
C 4.633 -4.630 -1.475 -1.78
C 3.196 -4.479 -0.995 1.69
C 2.858 -5.560 0.020 -1.27
C 2.234 -4.503 -2.174 -1.34
O 3.136 -3.183 -0.382 0.13
Si 2.309 -2.301 0.686 -1.14
S 0.355 -1.891 -0.227 0.08
O 3.111 -0.915 0.892 0.49
C 3.812 -0.040 -0.020 1.94
C 5.286 -0.409 0.075 -1.93
C 3.572 1.378 0.465 -1.71
C 3.309 -0.190 -1.451 -1.39
O 2.076 -3.112 2.041 0.75
C 2.217 -3.209 3.463 1.77
C 0.821 -3.172 4.065 -1.34
C 3.088 -2.070 3.975 -1.41
C 2.881 -4.552 3.738 -1.77
H 4.773 -5.596 -1.962 0.47
H 5.321 -4.562 -0.631 0.36
H 4.878 -3.842 -2.189 0.30
H 2.934 -6.542 -0.449 0.54
H 1.842 -5.439 0.399 0.10
H 3.551 -5.521 0.862 0.25
H 2.311 -5.454 -2.704 0.47
H 2.475 -3.697 -2.869 0.27
H 1.204 -4.379 -1.837 0.13
H 5.642 -0.276 1.098 0.31
H 5.884 0.220 -0.587 0.44
H 5.429 -1.453 -0.212 0.25
H 3.916 1.491 1.492 0.33
H 2.508 1.612 0.432 0.22
H 4.112 2.087 -0.168 0.50
H 3.502 -1.188 -1.841 0.10
H 3.818 0.538 -2.085 0.55
H 2.236 0.007 -1.503 0.18
H 0.300 -2.255 3.787 0.18
H 0.878 -3.225 5.154 0.45
H 0.229 -4.011 3.699 0.30
H 2.557 -1.121 3.942 0.07
H 3.987 -1.977 3.365 0.30
H 3.386 -2.265 5.007 0.55
H 2.296 -5.356 3.290 0.32
H 2.951 -4.727 4.813 0.46
H 3.887 -4.573 3.315 0.34
```

***

No. 5
A cluster of 10 separate species, C48H44F7N3 in total, computed with the ωB97M-V functional and the def2-TZVPD basis.

ΔE to the lowest compared entry with this formula, charge and spin, kcal per mole: 0.00
SMILES string: Fc1ccccc1.Fc1ccccc1.Fc1ccccc1.Fc1ccccc1.Fc1ccccc1.Fc1ccccc1.Fc1ccccc1.CC#N.CC#N.CC#N
Net charge: 0
Electronic energy, eV: -73981.425
HOMO-LUMO gap, eV: 9.3
LUMO, eV: 0.32

Geometry as XYZ:
```
102
Properties=species:S:1:pos:R:3:mulliken_charge:R:1
F 1.749 -6.668 -0.228 -0.32
C 2.471 -5.533 -0.088 0.43
C 3.809 -5.639 0.256 -0.60
C 4.551 -4.486 0.415 -0.39
C 3.969 -3.240 0.188 -0.56
C 2.607 -3.158 -0.071 -0.25
C 1.845 -4.311 -0.216 -0.51
H 4.207 -6.613 0.515 0.40
H 5.609 -4.503 0.648 0.39
H 4.524 -2.311 0.218 0.23
H 2.131 -2.197 -0.223 0.76
H 0.802 -4.269 -0.505 0.47
F 0.956 2.115 5.158 -0.36
C 1.140 0.801 4.909 0.04
C 1.402 -0.039 5.979 -0.50
C 1.611 -1.381 5.733 -0.45
C 1.529 -1.881 4.433 -0.68
C 1.278 -1.025 3.369 -0.03
C 1.053 0.325 3.620 -0.17
H 1.458 0.369 6.979 0.45
H 1.755 -2.067 6.558 0.38
H 1.669 -2.939 4.245 0.47
H 0.984 -1.394 2.394 0.27
H 0.776 1.011 2.827 0.55
F -1.772 -0.426 1.896 -0.31
C -2.520 0.018 2.937 0.40
C -2.319 1.290 3.415 0.03
C -2.974 1.669 4.582 -0.84
C -3.897 0.813 5.171 -0.71
C -4.071 -0.469 4.679 -0.43
C -3.396 -0.868 3.539 -0.41
H -1.644 1.986 2.938 0.54
H -2.837 2.671 4.965 0.45
H -4.428 1.102 6.069 0.43
H -4.726 -1.153 5.201 0.42
H -3.544 -1.837 3.078 0.41
F -6.915 1.156 1.376 -0.34
C -5.957 2.094 1.500 0.43
C -4.722 1.879 0.935 -0.21
C -3.772 2.882 1.018 -0.12
C -4.073 4.101 1.621 -0.80
C -5.309 4.272 2.239 -0.35
C -6.263 3.266 2.166 -0.57
H -4.471 0.940 0.458 0.38
H -2.772 2.770 0.623 0.34
H -3.316 4.873 1.657 0.40
H -5.504 5.193 2.772 0.39
H -7.246 3.426 2.589 0.45
F -0.510 -2.037 -6.812 -0.37
C 0.248 -1.522 -5.817 0.08
C 0.050 -0.220 -5.426 -0.21
C 0.685 0.250 -4.286 -0.33
C 1.508 -0.592 -3.552 -0.12
C 1.660 -1.912 -3.938 -0.64
C 1.029 -2.389 -5.074 -0.54
H -0.580 0.434 -6.016 0.38
H 0.454 1.264 -3.986 0.26
H 1.956 -0.271 -2.619 0.59
H 2.183 -2.631 -3.318 0.46
H 1.117 -3.422 -5.385 0.48
F -2.964 -0.471 -2.662 -0.44
C -2.603 -1.669 -2.152 -0.03
C -2.928 -1.983 -0.853 0.18
C -2.589 -3.231 -0.354 -0.68
C -1.899 -4.138 -1.148 -0.74
C -1.527 -3.782 -2.434 -0.39
C -1.906 -2.553 -2.951 -0.18
H -3.517 -1.291 -0.264 0.33
H -2.859 -3.511 0.655 0.42
H -1.599 -5.082 -0.711 0.49
H -0.866 -4.430 -2.996 0.44
H -1.623 -2.296 -3.963 0.56
F 7.751 -0.079 -0.521 -0.34
C 6.552 0.201 0.036 0.45
C 6.470 0.474 1.382 -0.53
C 5.232 0.755 1.937 -0.46
C 4.099 0.753 1.149 -0.45
C 4.204 0.440 -0.204 -0.19
C 5.439 0.199 -0.775 -0.49
H 7.358 0.360 1.993 0.41
H 5.183 1.001 2.990 0.40
H 3.114 0.836 1.592 0.45
H 3.294 0.344 -0.782 0.21
H 5.592 -0.005 -1.828 0.42
C -0.547 3.585 -6.437 -0.88
C -0.856 3.514 -5.022 0.45
N -1.069 3.456 -3.897 -0.39
H -1.430 3.702 -7.054 0.33
H 0.028 2.706 -6.724 0.25
H 0.118 4.439 -6.588 0.30
C 0.493 5.718 -2.123 -0.66
C 1.483 4.923 -2.829 0.42
N 2.249 4.276 -3.386 -0.46
H -0.111 5.075 -1.487 0.11
H -0.180 6.173 -2.850 0.26
H 0.959 6.503 -1.532 0.34
C -0.969 1.176 -1.164 0.49
C 0.060 0.469 -0.424 0.18
N 0.818 -0.170 0.154 0.20
H -0.921 0.913 -2.217 -0.39
H -0.875 2.261 -1.190 0.07
H -1.895 0.873 -0.677 -0.48
```

***

No. 6
A structure of composition C2H2LiNiO2, computed with the ωB97M-V functional and the def2-TZVPD basis.

Net charge: 0
Electronic energy, eV: -47445.189
HOMO-LUMO gap (spin up / spin down), eV: 5.6 / 5.8
LUMO (spin up / spin down), eV: -0.32 / -1.84
Multiplicity: 4

Geometry as XYZ:
```
8
Properties=species:S:1:pos:R:3:mulliken_charge:R:1
C 0.415 -0.584 1.015 -0.09
C 0.592 -0.013 -0.225 0.15
O -0.501 0.456 -0.908 -0.71
O -0.773 -0.927 1.466 -0.72
H 1.198 -1.431 0.746 0.20
Ni -0.640 1.889 -1.974 0.06
Li -1.866 0.202 0.360 0.77
H 1.574 0.409 -0.481 0.33
```

***

No. 7
The molecule C4H5BrN2, computed with the ωB97M-V functional and the def2-TZVPD basis.

ΔE to the lowest compared entry with this formula, charge and spin, kcal per mole: 27.26
SMILES string: Cn1nccc1Br
Net charge: 0
Electronic energy, eV: -77250.131
HOMO-LUMO gap, eV: 9.2
LUMO, eV: -0.53

Geometry as XYZ:
```
12
Properties=species:S:1:pos:R:3:mulliken_charge:R:1
C -0.731 -0.042 -1.479 -0.83
N -0.107 0.074 -0.195 0.69
N 0.196 -0.989 0.537 -0.89
C 0.767 -0.541 1.644 -0.24
C 0.851 0.861 1.650 -0.33
C 0.283 1.177 0.450 0.10
Br -0.243 3.139 -0.515 -0.24
H -1.239 -1.003 -1.523 0.30
H -1.449 0.765 -1.614 0.31
H 0.013 0.011 -2.276 0.30
H 1.081 -1.228 2.401 0.45
H 1.256 1.504 2.399 0.38
```